# 1
14 unconnected molecules or ions with the total composition H28O14 at a distorted geometry. Source: OMol25; level of theory: ωB97M-V with the def2-TZVPD basis set.

The expectation value of S² is 0.76. As for the HOMO-LUMO gap (alpha / beta): 10.3 / 3.3 eV. As for the net charge: +1. The spin multiplicity is 2. As for the relative energy (zero: lowest compared OMol25 entry of this formula, charge and spin): 12.3 kcal/mol. The value obtained for the HOMO energy (alpha / beta) is -13.4 / -13.4 eV.

```
42
H28O14 | OMol25 | ωB97M-V with the def2-TZVPD basis set
O 16.8283 -9.9164 -32.5392
H 16.5480 -10.1929 -31.6667
H 16.3584 -10.4973 -33.1375
O 12.4076 -11.8056 -33.3720
H 12.7503 -11.5991 -32.5025
H 12.2835 -12.7547 -33.3618
O 17.1286 -13.2803 -33.5710
H 17.3058 -14.0880 -34.0531
H 16.4068 -12.8700 -34.0473
O 15.5479 -11.3606 -37.6170
H 16.4205 -11.4973 -37.2480
H 15.6358 -10.5744 -38.1560
O 10.8483 -11.0269 -35.7233
H 11.0130 -11.7703 -36.3033
H 11.2525 -11.2766 -34.8924
O 15.2890 -12.6346 -31.0547
H 15.2242 -12.6264 -32.0097
H 15.5084 -13.5405 -30.8368
O 12.0952 -8.9083 -33.0795
H 12.1424 -9.8550 -33.2129
H 11.3171 -8.7810 -32.5367
O 17.6360 -11.4206 -36.1139
H 18.5271 -11.1045 -36.2627
H 17.6234 -11.6779 -35.1920
O 14.5025 -8.2652 -32.3201
H 14.8550 -9.0311 -32.7733
H 13.5654 -8.2815 -32.5146
O 16.6038 -7.8880 -34.7725
H 15.7452 -8.2363 -35.0125
H 16.8996 -8.4506 -34.0569
O 12.9166 -12.4147 -37.9609
H 13.0193 -12.1703 -38.8807
H 13.7897 -12.3042 -37.5844
O 15.0646 -11.1822 -34.4309
H 14.1709 -11.4919 -34.2841
H 15.0659 -10.8733 -35.3369
O 14.0994 -14.1761 -33.3519
H 14.5273 -15.0142 -33.5273
H 13.1648 -14.3589 -33.4489
O 14.1779 -8.9996 -36.3039
H 13.9041 -8.0833 -36.3461
H 14.3872 -9.2294 -37.2092
```

# 2
A molecular structure, H28O22S2V at a distorted geometry. Source: OMol25; level of theory: ωB97M-V with the def2-TZVPD basis set.

The expectation value of S² is 3.76. As for the HOMO-LUMO gap (alpha / beta): 4.5 / 4.5 eV. As for the net charge: -2. The spin multiplicity is 4. The value obtained for the HOMO energy (alpha / beta) is -2.0 / -2.0 eV.

```
53
H28O22S2V | OMol25 | ωB97M-V with the def2-TZVPD basis set
V -0.7478 1.1836 3.0976
S -3.4452 2.5612 1.6036
O -3.3836 3.0750 0.2434
O -3.9130 3.6348 2.4559
O -4.4454 1.5200 1.6442
O -2.1690 2.0733 1.9643
S 0.3026 -0.1321 0.2426
O 1.7044 -0.3714 0.4197
O -0.2990 -1.1854 -0.5119
O -0.2449 -0.0227 1.5713
O 0.1159 1.0922 -0.4895
O -1.0976 -1.0787 -2.9481
H -1.8587 -0.5353 -3.2451
H -0.9456 -1.0986 -1.9963
O -2.0134 -2.8149 0.0864
H -1.3802 -2.1163 -0.1468
H -2.6869 -2.4080 0.6546
O 3.5364 0.4300 -1.1407
H 2.9201 0.2459 -0.4045
H 3.7367 1.3893 -0.9440
O -1.5064 2.4420 -1.8710
H -1.0473 2.2456 -2.6943
H -0.8708 1.9377 -1.3363
O 2.3573 -2.7944 0.0280
H 1.6195 -3.4062 0.2126
H 2.1013 -1.9008 0.3279
O -3.4889 -0.1182 -1.1442
H -4.3376 -0.2185 -0.7338
H -2.8287 -0.0626 -0.4585
O -2.0341 -0.6218 3.6819
H -2.5390 -1.0929 4.3564
H -2.3790 -0.8926 2.7824
O 1.5573 -1.5469 -2.9786
H 1.7980 -1.7664 -2.0408
H 1.4555 -0.5844 -3.0265
O 0.5203 -2.1336 2.6317
H -0.2539 -2.5783 3.0350
H 0.1344 -1.3207 2.2453
O 1.3289 1.2195 -3.0484
H 0.7676 1.8650 -3.4733
H 1.0332 1.3038 -2.1367
O 1.4404 3.4457 -0.2257
H 0.9806 2.6284 -0.1923
H 0.8592 4.0386 0.2966
O 3.6355 -0.2021 2.1487
H 4.4018 -0.2791 1.5637
H 2.8678 -0.4120 1.5869
O 3.3222 2.4131 1.8224
H 3.3566 1.4749 2.0307
H 3.0707 2.4895 0.9110
O -0.3025 -3.5176 -2.4997
H 0.0954 -3.2318 -1.6921
H -0.8010 -4.2649 -2.2656
```

# 3
14 unconnected molecules or ions with the total composition H29O14 at a distorted geometry. Source: OMol25; level of theory: ωB97M-V with the def2-TZVPD basis set.

As for the HOMO-LUMO gap: 11.2 eV. As for the net charge: +1. As for the relative energy (zero: lowest compared OMol25 entry of this formula, charge and spin): 163.0 kcal/mol. The value obtained for the HOMO energy is -13.8 eV.

```
43
H29O14 | OMol25 | ωB97M-V with the def2-TZVPD basis set
O -0.0541 -3.8043 -2.5792
H -2.4744 3.5445 -0.4140
O 1.5491 3.9234 0.5016
H 0.6815 3.7770 0.0616
H -2.0949 2.8997 -1.5029
O 0.9420 1.6772 -4.2484
H -3.3514 2.6604 2.1105
H 0.6129 2.4352 -4.6223
O -0.2334 -1.2069 -1.2179
H 0.4754 -1.5928 -1.7020
H -0.3843 -2.0356 -0.6141
O -0.0715 -4.5731 1.7859
H -0.8979 -4.5273 2.3498
H 0.5181 -5.1023 2.1138
O 0.9024 -0.7159 2.1179
H 0.2788 -0.4705 2.7571
H 0.9365 -1.5707 1.9450
O 2.1202 -0.5209 -2.6768
H 2.5026 -0.8382 -3.5333
H 1.5362 0.1905 -2.8435
O 2.1520 2.4769 3.3716
H 1.5630 2.5413 4.0402
H 2.9635 2.8097 3.8278
O 0.4978 0.9743 -0.0464
H 0.0797 0.8284 -0.8813
H -0.1010 -2.9734 -3.1174
O -1.8870 3.6707 -1.0106
H -3.8990 -3.5555 -0.7473
H 0.0978 1.1885 -3.9126
O -3.0223 1.7775 1.6652
H 2.6687 1.3409 1.3674
H -0.6258 -2.6756 1.5673
O -1.2347 -2.2094 2.3268
H 0.4348 0.1671 0.4513
H -2.0093 -2.2453 1.6333
O -3.6393 -2.8606 -0.2974
H 2.2586 4.6039 0.1008
H -4.3577 -2.3198 -0.7804
O 2.8685 1.7204 0.6029
H 2.5306 2.5755 0.5763
H 1.8796 1.3683 0.1287
H 0.1157 -4.5313 -3.0569
H -2.8279 1.1781 2.4021
```

# 4
14 unconnected molecules or ions with the total composition H29O14 at a distorted geometry. Source: OMol25; level of theory: ωB97M-V with the def2-TZVPD basis set.

The expectation value of S² is 0.76. As for the HOMO-LUMO gap (alpha / beta): 11.2 / 1.9 eV. As for the net charge: +2. The spin multiplicity is 2. As for the relative energy (zero: lowest compared OMol25 entry of this formula, charge and spin): 46.1 kcal/mol. The value obtained for the HOMO energy (alpha / beta) is -16.9 / -15.5 eV.

```
43
H29O14 | OMol25 | ωB97M-V with the def2-TZVPD basis set
O 1.3605 0.8573 -4.3550
H 0.8056 -1.2071 1.5496
O -1.5995 -3.0906 2.2082
H -0.3825 -0.5224 -3.8865
H 0.0709 2.1226 3.4034
O -0.6113 2.7952 -1.4627
H -3.2209 -0.6456 0.5604
H -0.5707 3.6309 -1.9528
O -1.1472 -0.7457 -4.5684
H 4.2732 -3.4415 -0.0169
H -1.2474 -1.7477 -4.5037
O 2.3842 2.6560 0.5560
H 2.1612 1.9283 -0.0281
H 2.1221 3.4649 0.0306
O 2.1005 0.1779 2.9239
H 1.1609 2.8961 2.8339
H -1.6798 -0.6984 0.0493
O -3.5680 -1.7429 3.0567
H -2.7516 -1.7244 3.5428
H -2.2666 -2.9418 1.5181
O 1.5277 -1.1281 0.9770
H 2.0095 -1.9035 0.7409
H 1.4050 1.3697 3.3536
O 3.7923 -2.7986 -0.5086
H 0.8475 1.1641 -3.5822
H 1.7776 1.6536 -4.8056
O 0.6027 -1.5483 -1.8391
H -2.3536 0.4806 -4.1250
H -1.5247 2.5530 -1.2142
O -2.3268 -0.6171 0.7391
H 2.9057 0.0978 3.4092
H -2.1139 2.3143 2.7698
O -1.3599 1.6915 2.7066
H 4.4142 -2.0297 -0.8419
H -1.6150 1.0262 1.9773
O -2.8103 1.2287 -3.7102
H -1.2692 -3.9949 2.2348
H -3.7090 1.1170 -3.4474
O 1.0293 2.3318 3.6715
H 1.4043 -1.8099 -1.4070
H 2.3369 -0.1331 1.9391
H 0.8490 -1.1759 -2.6481
H -3.2128 -1.9101 2.1515
```

# 5
15 unconnected molecules or ions with the total composition H29O15 at a distorted geometry. Source: OMol25; level of theory: ωB97M-V with the def2-TZVPD basis set.

As for the HOMO-LUMO gap: 8.9 eV. As for the net charge: -1. As for the relative energy (zero: lowest compared OMol25 entry of this formula, charge and spin): 25.0 kcal/mol. The value obtained for the HOMO energy is -6.6 eV.

```
44
H29O15 | OMol25 | ωB97M-V with the def2-TZVPD basis set
O -2.9800 -2.5439 -2.6474
H -2.7966 -1.7054 -3.0876
H -0.6749 3.0463 -2.1129
O -2.2333 -0.1645 5.2867
H -1.6143 -0.8796 5.1345
H -2.7084 -0.0329 4.4627
O 0.0643 3.1065 -2.7208
H 3.7246 1.2014 -3.4007
H 1.3796 1.9152 0.9232
O -1.1073 0.7905 2.1475
H -0.3835 1.3257 1.4953
H -1.8949 1.3330 2.0457
O 0.8271 4.3750 0.1453
H 0.4545 4.7143 -0.6814
H -1.2016 -0.3441 -0.6333
O -0.6967 -3.5923 2.6906
H -0.8469 0.6677 -3.2510
H -0.4989 -3.0855 1.8899
O 2.9219 1.4359 -3.8756
H 0.6975 3.3835 0.0506
H 2.4654 2.0932 -3.3469
O 1.1444 2.6523 3.8660
H 1.7922 1.9764 4.0698
H -2.2786 -2.5881 -1.9878
O 1.5771 0.3946 -1.7295
H 2.0755 -0.3948 -1.8998
H 1.2880 0.7167 -0.8569
O -1.6428 0.4776 -2.7360
H -1.6279 1.2596 -2.1723
O 3.6991 -2.6812 0.0445
H 4.1007 -1.8165 0.0146
H 2.7936 -2.8358 -0.2460
O 1.7431 -2.8461 -1.9191
H 2.3999 -2.6748 -2.6032
H 0.9376 -3.0707 -2.3962
O -0.5880 -0.8545 -0.0981
H -0.6045 -0.3105 0.7093
H 0.4520 2.3005 3.2962
O 0.4918 1.8286 0.5596
H -0.3860 -2.9134 3.3077
H 0.6690 2.3846 -2.5059
O -3.9936 -2.5072 1.6575
H -3.1452 -2.0889 1.4445
H -3.7951 -3.4484 1.6666
```

# 6
A molecular structure, H2IN3 at a distorted geometry. Source: OMol25; level of theory: ωB97M-V with the def2-TZVPD basis set.

As for the HOMO-LUMO gap (alpha / beta): 8.0 / 7.8 eV. As for the relative energy (zero: lowest compared OMol25 entry of this formula, charge and spin): 43.4 kcal/mol. The value obtained for the HOMO energy (alpha / beta) is -8.0 / -7.9 eV.

```
6
H2IN3 | OMol25 | ωB97M-V with the def2-TZVPD basis set
N 1.6532 -0.5714 -0.1963
N 2.6136 0.6227 0.0394
N 0.5148 -0.1095 0.0441
I 4.3964 -0.0380 -0.0391
H 0.3047 0.7011 0.5558
H -0.2664 -0.7994 -0.0411
```

no.,DFT total energy (Eh)
1,-1069.78086
2,-3412.48873
3,-1070.34424
4,-1069.94664
5,-1146.03270
6,-463.01397